1.
{
  "formula": "C4H7NOSi",
  "method": "ωB97M-V/def2-TZVPD",
  "e_tot_ha": -575.9372,
  "total_charge": 0,
  "largest_force_ev_per_a": 4.49,
  "orbital_gap_ev": [4.57, 8.13],
  "multiplicity": 3,
  "e_lumo_ev": [0.92, -1.05],
  "species": ["Si", "O", "N", "C", "C", "C", "C", "H", "H", "H", "H", "H", "H", "H"],
  "positions_angstrom": [[-2.67, -0.10, -0.13], [-1.29, 0.70, 0.23], [1.06, 1.29, 0.11], [0.58, -0.92, 0.29], [1.92, -0.73, -0.04], [2.22, 0.61, -0.07], [0.01, 0.35, 0.15], [0.98, 2.21, -0.19], [2.66, -1.50, -0.10], [-2.43, -0.81, -1.38], [3.19, 1.13, -0.18], [-3.82, 0.77, -0.03], [0.15, -1.82, 0.55], [-2.55, -1.19, 0.79]],
  "mulliken_spin": [0.021, 0.016, 0.157, 0.344, -0.023, 0.669, 0.741, 0.002, 0.000, 0.012, 0.023, 0.004, 0.029, 0.005]
}


2.
{
  "formula": "C7H11N4",
  "method": "ωB97M-V/def2-TZVPD",
  "e_tot_ha": -492.0353,
  "total_charge": 1,
  "largest_force_ev_per_a": 3.61,
  "smiles": "[H]/N=C1\\C[N@H+](C)Cc2[nH]ncc21",
  "orbital_gap_ev": 9.86,
  "multiplicity": 1,
  "e_lumo_ev": -3.28,
  "species": ["N", "N", "N", "N", "C", "C", "C", "C", "C", "C", "C", "H", "H", "H", "H", "H", "H", "H", "H", "H", "H", "H"],
  "positions_angstrom": [[1.13, 0.21, -0.36], [-2.19, 1.65, 0.10], [-0.94, -2.76, 0.10], [-3.20, 0.89, -0.22], [-2.84, -0.39, -0.27], [-0.57, -1.57, 0.13], [2.61, 0.50, -0.35], [0.89, -1.05, 0.34], [-1.09, 0.89, 0.22], [-1.46, -0.43, -0.04], [0.34, 1.31, 0.25], [0.99, -0.88, 1.34], [-2.44, 2.66, 0.34], [1.64, -1.82, 0.23], [0.44, 2.14, -0.40], [-3.62, -1.24, -0.30], [2.92, -0.09, 0.49], [2.68, 1.67, -0.22], [0.77, 1.50, 1.24], [1.08, 0.09, -1.40], [3.10, 0.20, -1.31], [-0.24, -3.48, 0.10]],
  "lowdin_charge": [-0.155, 0.035, 0.205, 0.034, -0.038, -0.286, 0.034, -0.059, -0.188, -0.145, -0.032, 0.116, 0.223, 0.143, 0.139, 0.161, 0.092, 0.149, 0.158, 0.220, 0.131, 0.063]
}


3.
{
  "formula": "C6H13N3",
  "method": "ωB97M-V/def2-TZVPD",
  "e_tot_ha": -400.6140,
  "total_charge": 0,
  "largest_force_ev_per_a": 3.53,
  "smiles": "[H]/N=C(C)/N=C(/C)N(C)C",
  "orbital_gap_ev": 9.03,
  "multiplicity": 1,
  "e_lumo_ev": 0.88,
  "species": ["N", "N", "N", "C", "C", "C", "C", "C", "C", "H", "H", "H", "H", "H", "H", "H", "H", "H", "H", "H", "H", "H"],
  "positions_angstrom": [[-0.32, 0.58, -1.47], [1.64, -0.86, -1.33], [0.13, 0.27, 0.78], [-0.48, 1.02, -0.28], [-0.43, -0.92, 1.40], [1.31, 0.84, 1.44], [-1.01, 2.40, 0.03], [0.36, -0.76, -1.31], [-0.56, -1.87, -1.76], [1.09, 1.85, 1.78], [-0.19, 3.12, 0.06], [2.14, 0.89, 0.74], [-1.38, -1.21, 0.95], [-1.60, -1.66, -1.50], [0.29, -1.74, 1.30], [-0.25, -2.82, -1.30], [1.92, -1.77, -1.70], [-0.49, -1.96, -2.84], [1.64, 0.26, 2.30], [-0.58, -0.76, 2.47], [-1.53, 2.40, 0.99], [-1.70, 2.70, -0.76]],
  "lowdin_charge": [0.186, 0.128, -0.243, -0.386, -0.078, -0.063, -0.021, -0.468, -0.058, 0.075, 0.081, 0.075, 0.087, 0.069, 0.082, 0.077, 0.048, 0.084, 0.085, 0.080, 0.081, 0.078]
}


4.
{
  "formula": "C48H34MnN6O3P3Se2",
  "method": "ωB97M-V/def2-TZVPD",
  "e_tot_ha": -9381.7672,
  "total_charge": 0,
  "largest_force_ev_per_a": 0.68,
  "orbital_gap_ev": [6.16, 7.57],
  "multiplicity": 5,
  "e_lumo_ev": [-1.97, -0.57],
  "species": ["Se", "Se", "Mn", "P", "P", "P", "O", "O", "O", "N", "N", "N", "N", "N", "N", "C", "C", "C", "C", "C", "C", "C", "C", "C", "C", "C", "C", "C", "C", "C", "C", "C", "C", "C", "C", "C", "C", "C", "C", "C", "C", "C", "C", "C", "C", "C", "C", "C", "C", "C", "C", "C", "C", "C", "C", "C", "C", "C", "C", "C", "C", "C", "C", "H", "H", "H", "H", "H", "H", "H", "H", "H", "H", "H", "H", "H", "H", "H", "H", "H", "H", "H", "H", "H", "H", "H", "H", "H", "H", "H", "H", "H", "H", "H", "H", "H", "H"],
  "positions_angstrom": [[-0.55, 1.96, 1.47], [4.58, 4.65, 2.07], [0.51, -0.27, 0.04], [1.00, 1.64, 2.90], [4.92, 2.67, 2.67], [1.83, -0.20, -2.02], [-2.58, -0.90, -2.16], [-0.90, 0.05, -1.08], [0.59, -2.26, 0.93], [-1.17, -4.58, 2.80], [-3.41, -0.73, 2.75], [4.34, 0.63, 0.95], [2.23, 0.24, 1.04], [3.38, -0.09, 0.45], [-0.42, -1.58, 1.32], [-2.49, -1.33, 2.40], [4.00, 3.83, -2.17], [8.23, 1.87, 0.46], [4.79, 2.38, 4.45], [1.39, -0.35, -4.73], [4.65, -3.79, -2.52], [4.97, 3.43, 5.34], [4.49, 0.86, 6.30], [-1.35, -0.67, -4.61], [4.55, 1.09, 4.93], [3.31, -3.87, -2.89], [4.92, 3.19, 6.71], [1.38, 5.39, 4.40], [1.23, 4.32, 3.53], [6.57, 2.10, 2.20], [2.49, -2.76, -2.75], [4.45, 2.79, -2.96], [0.66, 0.21, 3.95], [2.88, 3.66, -1.36], [9.11, 1.30, 1.37], [-0.63, -0.50, -3.42], [2.47, 1.19, 1.97], [2.69, 1.38, -2.12], [-1.26, -3.49, 2.44], [-0.87, -0.92, 5.42], [7.45, 1.52, 3.11], [1.25, -1.92, 4.88], [1.28, 3.02, 4.02], [5.15, -2.60, -2.01], [0.67, -0.50, -5.90], [1.56, 5.16, 5.76], [6.97, 2.28, 0.87], [0.75, -0.34, -3.48], [3.00, -1.57, -2.24], [2.22, 2.44, -1.34], [3.83, 1.44, 1.92], [-1.36, -2.12, 2.02], [0.04, -1.97, 5.55], [3.80, 1.57, -2.94], [4.67, 1.91, 7.19], [1.57, -0.83, 4.09], [1.61, 3.86, 6.25], [-0.71, -0.66, -5.83], [-1.46, -0.48, -2.16], [1.48, 2.79, 5.38], [-0.57, 0.16, 4.61], [8.72, 1.13, 2.69], [4.33, -1.50, -1.85], [4.62, 1.73, 8.26], [10.10, 0.99, 1.05], [-1.29, -0.79, -6.74], [4.29, -0.14, 6.67], [2.47, -0.25, -4.78], [6.19, -2.54, -1.70], [1.52, 1.78, 5.77], [5.05, 4.02, 7.40], [7.17, 1.39, 4.14], [1.95, -2.75, 4.97], [6.29, 2.74, 0.16], [4.72, -0.60, -1.40], [-1.83, -0.96, 5.92], [1.35, 6.40, 4.02], [2.51, -0.81, 3.55], [1.18, -0.49, -6.85], [4.17, 0.76, -3.56], [2.91, -4.80, -3.28], [1.36, 2.33, -0.71], [9.40, 0.69, 3.41], [1.76, 3.68, 7.31], [-1.29, 0.95, 4.47], [1.45, -2.84, -3.04], [2.53, 4.47, -0.73], [5.30, -4.65, -2.63], [1.07, 4.50, 2.48], [-2.42, -0.81, -4.53], [4.52, 4.78, -2.16], [8.53, 2.01, -0.57], [1.67, 6.00, 6.44], [4.42, 0.27, 4.24], [-0.22, -2.83, 6.16], [5.13, 4.43, 4.95], [5.32, 2.93, -3.60]],
  "mulliken_spin": [0.050, 0.000, 3.965, 0.020, 0.000, -0.083, -0.003, 0.053, 0.110, -0.005, -0.006, 0.006, -0.039, 0.015, 0.051, 0.003, -0.001, 0.000, -0.001, -0.007, -0.013, 0.000, 0.000, -0.002, 0.000, 0.006, 0.000, 0.002, 0.006, 0.001, -0.007, 0.000, 0.005, 0.003, 0.000, -0.010, -0.032, -0.038, 0.005, 0.000, -0.001, 0.002, -0.005, 0.005, -0.002, 0.001, 0.000, 0.001, -0.012, 0.002, -0.002, -0.023, 0.000, 0.003, 0.000, -0.002, 0.000, 0.000, -0.008, -0.001, 0.002, 0.000, -0.007, 0.000, 0.000, 0.000, 0.000, -0.002, 0.000, 0.000, 0.000, 0.000, 0.000, -0.001, -0.002, 0.000, 0.000, -0.003, 0.000, -0.001, 0.000, -0.008, 0.000, 0.000, 0.001, -0.001, 0.000, -0.001, 0.006, 0.000, 0.000, 0.000, 0.000, 0.000, 0.000, 0.000, 0.000]
}


5.
{
  "formula": "C7H10S",
  "method": "ωB97M-V/def2-TZVPD",
  "e_tot_ha": -670.7850,
  "total_charge": 0,
  "largest_force_ev_per_a": 3.09,
  "smiles": "C#C[C@H]1C[C@@]1(C)SC",
  "orbital_gap_ev": 9.43,
  "multiplicity": 1,
  "e_lumo_ev": 0.90,
  "species": ["S", "C", "C", "C", "C", "C", "C", "C", "H", "H", "H", "H", "H", "H", "H", "H", "H", "H"],
  "positions_angstrom": [[0.43, -1.43, -0.50], [2.08, -1.39, 0.38], [-2.36, -0.51, -0.12], [0.88, 1.29, -0.98], [0.06, 0.28, -0.23], [-3.18, -1.36, -0.27], [-0.44, 0.75, 1.14], [-1.39, 0.62, -0.06], [1.98, 1.04, -0.80], [0.53, 1.23, -2.09], [-4.03, -2.06, -0.37], [2.86, -0.84, -0.22], [2.35, -2.53, 0.56], [0.70, 2.34, -0.63], [-0.56, 0.15, 2.06], [-0.10, 1.84, 1.29], [-1.67, 1.59, -0.54], [1.87, -1.01, 1.38]],
  "lowdin_charge": [0.869, -0.363, -0.151, -0.102, -0.829, 0.090, -0.084, -0.276, 0.083, 0.119, 0.050, 0.036, 0.065, 0.082, 0.115, 0.124, 0.152, 0.020]
}


6.
{
  "formula": "C2H6N4",
  "method": "ωB97M-V/def2-TZVPD",
  "e_tot_ha": -298.6781,
  "total_charge": 0,
  "largest_force_ev_per_a": 5.18,
  "orbital_gap_ev": 8.47,
  "multiplicity": 1,
  "e_lumo_ev": 1.10,
  "species": ["N", "N", "N", "N", "C", "C", "H", "H", "H", "H", "H", "H"],
  "positions_angstrom": [[1.01, -0.71, 0.26], [-0.65, 1.38, 0.28], [1.02, 0.23, 1.25], [0.21, 1.16, 1.16], [0.05, -0.75, -0.83], [-1.07, 0.20, -0.43], [-0.11, -1.75, -0.99], [0.73, -0.40, -1.70], [-1.73, 0.48, -1.36], [1.95, -1.07, 0.28], [0.34, 1.79, 1.93], [-1.76, -0.54, 0.14]],
  "lowdin_charge": [-0.064, -0.033, 0.000, -0.170, -0.208, -0.254, 0.072, 0.130, 0.131, 0.117, 0.153, 0.126]
}


7.
{
  "formula": "C3H7N3O4",
  "method": "ωB97M-V/def2-TZVPD",
  "e_tot_ha": -583.6328,
  "total_charge": 0,
  "largest_force_ev_per_a": 3.47,
  "smiles": "N[C@@H](CN(O)N=O)C(=O)O",
  "orbital_gap_ev": 10.10,
  "multiplicity": 1,
  "e_lumo_ev": 0.48,
  "species": ["O", "O", "O", "O", "N", "N", "N", "C", "C", "C", "H", "H", "H", "H", "H", "H", "H"],
  "positions_angstrom": [[-0.28, 1.63, 1.01], [-2.18, 0.02, -0.98], [-0.50, 0.85, -2.25], [1.77, 1.67, 2.07], [0.20, 0.37, 1.51], [1.38, -0.57, -0.83], [1.40, 0.52, 1.95], [-0.36, -0.81, 0.88], [-0.91, 0.14, -1.37], [-0.02, -0.81, -0.58], [-1.43, -0.76, 1.02], [0.06, -1.68, 1.40], [0.50, 2.18, 1.19], [-0.33, -1.81, -0.93], [-2.72, 0.54, -1.57], [1.57, -0.01, -1.63], [1.86, -1.46, -0.89]],
  "lowdin_charge": [0.032, 0.120, 0.128, -0.046, -0.146, 0.095, -0.059, -0.082, -0.500, -0.306, 0.125, 0.140, 0.052, 0.162, 0.128, 0.067, 0.090]
}


8.
{
  "formula": "C19H21Cl2NO",
  "method": "ωB97M-V/def2-TZVPD",
  "e_tot_ha": -1786.3998,
  "total_charge": 0,
  "largest_force_ev_per_a": 19.52,
  "orbital_gap_ev": 7.64,
  "multiplicity": 1,
  "e_lumo_ev": 0.05,
  "species": ["Cl", "Cl", "O", "N", "C", "C", "C", "C", "C", "C", "C", "C", "C", "C", "C", "C", "C", "C", "C", "C", "C", "C", "C", "H", "H", "H", "H", "H", "H", "H", "H", "H", "H", "H", "H", "H", "H", "H", "H", "H", "H", "H", "H", "H"],
  "positions_angstrom": [[1.21, -0.90, 4.39], [3.07, -2.73, 2.49], [1.76, 0.74, 0.30], [-2.67, -0.84, -0.06], [0.61, -1.69, 2.66], [3.01, 0.85, 1.23], [2.95, 2.34, -1.18], [-0.30, -2.90, 0.70], [2.62, 3.20, -2.10], [-2.51, -1.19, -1.36], [-0.48, 0.50, -0.90], [1.15, -3.00, 0.92], [0.55, 1.31, -1.38], [0.38, 2.13, -2.53], [1.78, 1.53, -0.71], [-0.69, -1.46, 2.54], [-1.77, 0.02, -1.86], [1.57, -2.43, 2.10], [-2.81, 0.46, 0.45], [1.44, 3.21, -2.69], [-1.09, -2.23, 1.24], [-2.69, -1.91, 0.94], [-1.21, 1.09, 0.51], [-1.07, -0.32, -2.97], [3.90, 0.55, 0.52], [-0.61, 2.18, -2.99], [3.25, 1.75, 1.69], [-3.00, -1.66, 1.85], [-3.03, 0.57, 1.54], [-0.72, 0.76, 1.21], [-3.24, -1.09, -1.97], [-0.12, -0.29, -0.39], [-0.78, -3.70, -0.47], [-3.01, -2.79, 0.40], [-1.86, -1.96, -1.43], [1.06, 3.69, -3.60], [3.33, 4.04, -2.44], [-1.26, 2.23, 0.31], [3.56, 2.49, -0.29], [1.58, -3.69, 0.47], [-3.27, 1.05, -0.12], [-2.41, 0.96, -2.14], [-1.21, -0.98, 3.03], [3.04, 0.12, 2.11]],
  "lowdin_charge": [0.437, 0.872, -0.061, -0.206, -0.441, 0.020, -0.024, -0.105, -0.213, -0.221, -0.203, -0.019, -0.195, 0.040, -0.251, 0.030, -0.085, -0.868, -0.096, -0.104, -0.197, -0.013, 0.023, 0.192, 0.130, 0.094, 0.050, 0.064, 0.138, -0.038, 0.064, 0.070, 0.227, 0.119, 0.078, 0.091, 0.142, 0.139, 0.091, 0.017, 0.027, 0.135, -0.015, 0.065]
}